## P
Entry from the Open Molecules 2025 dataset: the ion C4H9N2 with charge +1 (ωB97M-V with the def2-TZVPD basis set).

Cartesian coordinates (Å):
N: -1.945 0.018 1.772
C: -0.852 -0.392 0.976
C: -0.500 0.543 -0.320
N: 0.845 0.400 -0.629
C: 2.041 -0.169 -0.511
C: 1.697 -0.136 -1.904
H: -2.671 -0.642 1.717
H: -1.693 0.387 2.717
H: -1.050 -1.298 0.458
H: 0.148 -0.431 1.477
H: -0.789 1.567 0.004
H: -1.100 0.330 -1.195
H: 2.781 0.004 0.218
H: 2.064 0.704 -2.451
H: 1.024 -0.886 -2.329

Summary:
**SMILES**: NCC[N+]1=CC1
**Total charge**: +1
**2S+1**: 1

Here are the Löwdin charges for atoms 1 to 5, given in e: atom 1 (N): 0.0319, atom 2 (C): -0.2291, atom 3 (C): -0.1200, atom 4 (N): 0.0278, atom 5 (C): 0.1143


## Q
Entry from the Open Molecules 2025 dataset: a cluster of 2 separate species, C4H9N2 in total (ωB97M-V with the def2-TZVPD basis set).

Cartesian coordinates (Å):
C: 0.271 1.796 -2.367
C: -0.071 -0.286 -1.070
C: -0.331 -1.496 0.994
C: 0.827 0.631 0.925
N: -0.608 2.563 -2.525
N: 0.119 -0.384 0.178
H: 1.282 1.627 -2.666
H: -0.581 -1.083 -1.596
H: -1.094 -1.142 1.691
H: 0.500 -1.900 1.575
H: -0.756 -2.282 0.375
H: 1.775 0.222 1.283
H: 0.239 0.939 1.793
H: 1.027 1.495 0.291
H: -1.570 2.695 -2.263

Summary:
**Total charge**: +1
**2S+1**: 1

Here are the Löwdin charges for atoms 1 to 5, given in e: atom 1 (C): 0.0709, atom 2 (C): 0.1152, atom 3 (C): -0.0151, atom 4 (C): -0.0284, atom 5 (N): 0.2145


Most favorable first, least favorable last: Q, P